1.
Entry from the OMol25 dataset: an isolated molecule of C5H5NO in a non-equilibrium geometry (the ωB97M-V functional and the def2-TZVPD basis).

## Properties
- E_LUMO: 0.0228 Eh
- Frontier orbital gap: 11.015 eV
- Structure (SMILES): C#C[C@@H](O)CC#N

Element x y z (Å)
C1 -1.096 -0.156 -1.815
C2 -0.127 0.167 -1.187
C3 0.753 0.283 -0.068
O1 1.265 1.577 0.138
C4 0.097 -0.110 1.288
C5 -0.902 -1.134 1.167
N1 -1.516 -1.968 0.651
H1 -1.675 -0.470 -2.627
H2 1.454 -0.483 -0.463
H3 1.291 2.007 -0.725
H4 0.850 -0.528 1.939
H5 -0.382 0.724 1.792

2.
Entry from the OMol25 dataset: a structure of composition C36H47As2F9N3OPS6Si3Tc (the ωB97M-V functional and the def2-TZVPD basis).

## Properties
- E_LUMO (spin up / spin down): -0.3351 / -0.3351 Eh
- Frontier orbital gap (spin up / spin down): 6.002 / 6.001 eV
- Charge: +3

Element x y z (Å)
Tc1 0.042 0.570 0.311
O1 -1.086 2.124 0.645
N1 -2.259 2.346 -0.004
C1 -3.135 3.217 0.553
C2 -4.336 3.458 -0.042
C3 -4.648 2.781 -1.234
C4 -3.734 1.923 -1.792
C5 -2.502 1.692 -1.160
S1 -1.307 0.629 -1.738
H1 -2.821 3.662 1.486
H2 -5.027 4.147 0.417
H3 -5.611 2.929 -1.703
H4 -3.946 1.385 -2.706
S2 5.945 -3.551 1.826
As1 4.066 -3.593 1.091
S3 1.528 -1.454 0.083
S4 2.922 -1.616 1.606
S5 3.158 -4.580 -0.440
C6 3.491 4.792 -4.311
Si1 2.105 4.316 -3.191
C7 0.367 4.065 -3.778
C8 2.347 4.113 -1.358
As2 2.090 0.246 -1.204
Si2 4.550 0.535 -0.642
C9 5.185 1.866 -1.845
C10 5.291 -1.143 -1.067
C11 4.708 1.204 1.109
Si3 1.897 -0.960 -3.480
C12 2.927 0.229 -4.534
C13 2.670 -2.641 -3.184
C14 0.125 -1.016 -4.091
H5 3.363 5.824 -4.655
H6 3.512 4.166 -5.207
H7 4.465 4.725 -3.825
H8 0.237 4.359 -4.820
H9 -0.331 4.656 -3.180
H10 0.068 3.015 -3.688
H11 2.109 5.049 -0.843
H12 3.377 3.858 -1.113
H13 1.700 3.325 -0.959
H14 4.614 1.918 -2.774
H15 6.218 1.627 -2.103
H16 5.196 2.853 -1.384
H17 5.661 -1.147 -2.093
H18 4.575 -1.961 -0.973
H19 6.133 -1.365 -0.407
H20 5.667 1.714 1.216
H21 4.671 0.404 1.844
H22 3.917 1.914 1.356
H23 3.822 0.550 -4.003
H24 2.343 1.108 -4.818
H25 3.244 -0.259 -5.456
H26 3.755 -2.609 -3.296
H27 2.294 -3.360 -3.914
H28 2.442 -3.036 -2.194
H29 -0.289 -0.025 -4.263
H30 -0.536 -1.537 -3.400
H31 0.091 -1.556 -5.041
F1 -6.907 -0.017 4.956
C15 -5.699 0.387 5.371
F2 -5.771 1.697 5.638
F3 -5.424 -0.251 6.516
C16 -4.649 0.081 4.327
C17 -4.612 -1.204 3.792
C18 -3.659 -1.515 2.842
C19 -2.750 -0.540 2.422
C20 -2.788 0.732 2.972
C21 -3.743 1.048 3.931
P1 -1.490 -1.079 1.221
C22 -0.843 -2.453 2.238
C23 -0.700 -3.783 1.863
C24 -0.024 -4.669 2.697
C25 0.507 -4.217 3.895
C26 0.285 -2.914 4.322
C27 -0.387 -2.041 3.496
C28 1.431 -5.071 4.723
F4 2.533 -4.331 5.039
F5 0.907 -5.500 5.859
F6 1.893 -6.129 4.030
C29 -2.461 -1.811 -0.134
C30 -3.769 -1.382 -0.352
C31 -4.456 -1.780 -1.487
C32 -3.830 -2.599 -2.414
C33 -2.547 -3.074 -2.182
C34 -1.854 -2.660 -1.058
C35 -4.532 -2.931 -3.710
F7 -5.310 -4.008 -3.601
F8 -5.300 -1.904 -4.109
F9 -3.639 -3.162 -4.689
H32 -5.324 -1.952 4.115
H33 -3.623 -2.512 2.421
H34 -2.062 1.478 2.668
H35 -3.784 2.036 4.366
H36 -1.122 -4.161 0.942
H37 0.090 -5.703 2.403
H38 0.665 -2.594 5.284
H39 -0.557 -1.020 3.814
H40 -4.249 -0.723 0.358
H41 -5.469 -1.444 -1.666
H42 -2.092 -3.752 -2.892
H43 -0.827 -2.978 -0.919
N2 0.692 3.655 2.314
C36 1.311 2.670 2.975
N3 2.080 2.984 4.013
S6 1.218 1.037 2.511
H44 0.680 4.589 2.694
H45 -0.021 3.401 1.646
H46 2.122 3.922 4.381
H47 2.547 2.257 4.530

3.
Entry from the OMol25 dataset: a cluster of 2 separate species, C8H2N5O4 in total in a non-equilibrium geometry (the ωB97M-V functional and the def2-TZVPD basis).

## Properties
- E_LUMO: 0.0030 Eh
- Frontier orbital gap: 4.747 eV
- Charge: -1

Element x y z (Å)
C1 -3.886 -0.527 -1.789
N1 -3.950 -1.659 -2.125
N2 4.177 1.660 -0.529
C2 3.094 1.283 -0.307
C3 1.763 0.833 -0.036
C4 0.661 1.612 0.343
C5 -0.608 1.002 0.601
N3 -1.691 1.832 1.043
O1 -1.479 3.070 1.113
O2 -2.792 1.323 1.344
C6 -0.791 -0.386 0.466
C7 0.304 -1.140 0.070
N4 0.476 -2.522 -0.106
O3 -0.257 -3.489 0.002
O4 1.866 -2.685 -0.484
N5 2.528 -1.465 -0.530
C8 1.568 -0.571 -0.185
H1 0.762 2.690 0.451
H2 -1.745 -0.863 0.659

4.
Entry from the OMol25 dataset: an isolated molecule of C4H6N2O2 in a non-equilibrium geometry (the ωB97M-V functional and the def2-TZVPD basis).

## Properties
- E_LUMO: 0.0151 Eh
- Frontier orbital gap: 9.421 eV
- Structure (SMILES): O=C[C@@H]1CC(=O)NN1

Element x y z (Å)
O1 2.937 0.017 -0.592
C1 2.049 -0.604 0.063
C2 0.746 -0.020 0.343
C3 -0.461 -1.054 0.225
C4 -1.669 -0.200 -0.065
O2 -2.774 -0.536 -0.445
N1 -1.159 1.050 0.212
N2 0.219 1.330 0.043
H1 2.200 -1.649 0.801
H2 0.970 0.188 1.384
H3 -0.228 -2.098 -0.384
H4 -0.716 -1.496 1.359
H5 -1.579 1.704 -0.524
H6 0.645 2.113 0.478

5.
Entry from the OMol25 dataset: an isolated molecule of C4H3NOS in a non-equilibrium geometry (the ωB97M-V functional and the def2-TZVPD basis).

## Properties
- E_LUMO: -0.0371 Eh
- Frontier orbital gap: 7.934 eV
- Structure (SMILES): C#C/C(C=O)=N/S

Element x y z (Å)
C1 -2.316 -1.200 -0.081
C2 -1.103 -0.872 0.142
C3 0.115 -0.208 0.026
C4 -0.245 1.315 0.208
O1 -1.322 1.808 -0.225
N1 1.353 -0.707 0.001
S1 2.760 0.120 -0.087
H1 -3.549 -1.299 -0.374
H2 0.635 2.040 0.575
H3 3.672 -0.996 -0.186

6.
Entry from the OMol25 dataset: an isolated molecule of C4H13N3 in a non-equilibrium geometry (the ωB97M-V functional and the def2-TZVPD basis).

## Properties
- E_LUMO: 0.0369 Eh
- Frontier orbital gap: 9.583 eV
- Structure (SMILES): C[C@@H](N)CNCN

Element x y z (Å)
C1 -2.425 -0.337 1.088
C2 -1.235 -0.838 0.255
N1 -1.748 -1.798 -1.057
C3 -0.362 0.205 -0.409
N2 0.952 0.353 0.280
C4 1.769 1.390 -0.202
N3 3.099 1.088 -0.107
H1 -3.367 -0.990 1.159
H2 -1.967 -0.157 2.021
H3 -2.718 0.645 0.618
H4 -0.610 -1.410 0.946
H5 -0.938 -2.568 -1.203
H6 -2.667 -2.184 -0.577
H7 -0.040 0.053 -1.393
H8 -0.891 1.272 -0.392
H9 1.172 0.402 1.238
H10 1.623 2.303 0.438
H11 1.396 1.732 -1.217
H12 3.150 0.707 0.845
H13 3.260 0.179 -0.680

7.
Entry from the OMol25 dataset: a structure of composition C15H19BrF2N3O14V in a non-equilibrium geometry (the ωB97M-V functional and the def2-TZVPD basis).

## Properties
- E_LUMO: -0.2147 Eh
- Frontier orbital gap: 1.547 eV

Element x y z (Å)
O1 3.353 -0.956 -2.406
C1 2.626 -0.057 -2.629
O2 1.698 0.392 -1.754
C2 0.975 1.537 -2.211
C3 0.037 1.209 -3.371
N1 -1.340 0.954 -2.925
C4 -2.367 1.842 -3.122
C5 -3.503 1.278 -2.611
N2 -3.090 0.064 -2.133
O3 -3.968 -0.828 -1.553
C6 -1.798 -0.139 -2.322
H1 2.664 0.453 -3.609
H2 0.491 2.046 -1.383
H3 1.722 2.241 -2.593
H4 0.357 0.362 -3.979
H5 0.008 2.074 -4.034
H6 -2.278 2.795 -3.614
H7 -4.504 1.668 -2.575
H8 -4.206 -1.473 -2.242
H9 -1.241 -1.021 -2.046
C7 1.037 1.510 2.568
C8 0.685 1.584 1.112
O4 1.416 2.717 0.672
C9 2.520 2.800 1.485
O5 3.476 3.454 1.237
O6 2.373 2.032 2.580
F1 -0.648 1.820 0.916
H10 0.397 2.141 3.188
H11 1.011 0.493 2.947
H12 0.987 0.709 0.538
C10 -3.735 0.342 1.960
C11 -4.938 0.040 2.878
O7 -4.393 0.204 4.161
C12 -3.378 1.124 4.055
O8 -2.895 1.686 4.977
O9 -3.028 1.312 2.768
F2 -5.410 -1.261 2.779
H13 -3.086 -0.501 1.787
H14 -4.022 0.765 1.005
H15 -5.780 0.719 2.747
C13 2.654 -2.350 4.604
C14 1.254 -2.491 4.237
N3 0.149 -2.598 3.947
H16 2.802 -1.507 5.277
H17 3.027 -3.241 5.107
H18 3.268 -2.180 3.721
Br1 -4.680 -1.829 0.771
O10 2.829 -0.629 1.560
V1 4.214 -1.400 0.976
O11 5.571 -2.156 0.416
C15 3.884 -3.770 -5.023
O12 2.971 -3.196 -4.370
O13 5.160 -3.412 -4.620
O14 3.771 -4.576 -5.939
H19 4.900 -2.795 -3.914

8.
Entry from the OMol25 dataset: a cluster of 2 separate species, C20H26FN2O9P in total in a non-equilibrium geometry (the ωB97M-V functional and the def2-TZVPD basis).

## Properties
- E_LUMO: 0.0830 Eh
- Frontier orbital gap: 1.568 eV
- Charge: -2

Element x y z (Å)
C1 6.561 -0.680 3.172
C2 5.296 -0.264 3.702
C3 3.943 -0.619 2.892
O1 2.842 -0.634 3.490
O2 4.099 -0.911 1.501
C4 4.122 0.407 0.851
C5 5.158 0.324 -0.402
C6 4.458 -0.622 -1.509
C7 3.936 0.287 -2.728
C8 2.683 1.262 -2.330
C9 1.393 0.314 -2.231
C10 0.064 1.027 -1.710
C11 -0.611 2.140 -2.317
P1 0.061 2.953 -3.872
N1 0.207 1.931 -5.106
C12 -1.974 2.695 -1.664
O3 -2.295 3.939 -1.660
C13 -2.926 1.553 -1.059
C14 -4.521 1.576 -1.146
C15 -4.979 0.512 -2.283
O4 -5.907 -0.320 -2.098
F1 -4.284 0.487 -3.530
C16 -2.238 0.437 -0.432
C17 -3.040 -0.794 0.210
O5 -3.587 -0.286 1.493
N2 -4.714 -0.971 1.800
O6 -5.454 -0.256 2.419
C18 -0.632 0.420 -0.391
O7 0.061 -0.025 0.580
H1 6.841 -1.770 2.968
H2 7.347 0.146 3.002
H3 5.242 0.333 4.673
H4 4.540 1.225 1.541
H5 3.075 0.715 0.496
H6 6.171 -0.117 -0.095
H7 5.340 1.344 -0.895
H8 5.303 -1.288 -1.942
H9 3.639 -1.303 -1.100
H10 4.777 0.854 -3.268
H11 3.500 -0.443 -3.518
H12 2.919 1.844 -1.367
H13 2.633 2.028 -3.198
H14 1.652 -0.503 -1.450
H15 1.203 -0.262 -3.215
H16 1.272 3.629 -3.504
H17 -0.897 3.987 -4.223
H18 1.195 1.936 -5.404
H19 -4.963 1.258 -0.127
H20 -4.857 2.617 -1.478
H21 -2.346 -1.658 0.487
H22 -3.871 -1.193 -0.484
O8 -6.154 -3.709 6.312
C19 -5.772 -4.199 5.142
C20 -6.087 -3.117 3.973
O9 -5.720 -3.613 2.802
H23 -6.254 -5.138 4.810
H24 -4.702 -4.449 5.028
H25 -5.594 -2.184 4.298
H26 -7.154 -2.854 4.093